1.
A structure of composition C26H32AgF6N2O3PS2, computed with ωB97M-V/def2-TZVPD.

Its spin multiplicity is 2. The value obtained for the HOMO energy (spin up / spin down) is -12.25 / -12.24 eV. For the total energy, the calculation gives -87865.3067 eV. The LUMO energy (spin up / spin down) comes out at -2.916 / -6.842 eV. For the energy above the lowest of the compared OMol25 structures with the same formula, charge and spin, the calculation gives 1.2232 eV. As for the charge: +1. For the orbital gap (spin up / spin down), the calculation gives 9.336 / 5.394 eV.

Each line ends with the Mulliken charge.
Atoms and positions in Å:
Ag 0.30595 0.14185 1.02287  1.48
O -1.34746 -1.03153 -0.12680  -0.32
S -2.24661 -1.71663 -1.10985  -0.07
C -2.10147 -0.75283 -2.67537  -1.03
C -2.50365 0.72047 -2.63819  -0.89
C -1.53749 1.59927 -1.82552  3.42
C -0.26259 1.92002 -2.59136  -1.10
S 1.13908 2.40452 -1.50797  -0.12
O 1.29449 1.23010 -0.57583  -0.49
C 0.42698 3.71180 -0.48818  0.32
C 0.82697 3.74304 0.84020  -0.66
C 0.35498 4.74974 1.67148  -0.71
C -0.50549 5.71563 1.17232  -0.63
C -0.86788 5.69836 -0.16975  -0.23
C -0.38715 4.70756 -1.01288  -0.19
C -3.92486 -1.29013 -0.58492  0.56
C -5.01454 -1.29670 -1.44581  -0.46
C -6.28120 -1.04647 -0.93922  -0.57
C -6.45926 -0.82531 0.41939  -0.63
C -5.36857 -0.84636 1.27724  -0.51
C -4.09705 -1.07985 0.77581  -0.44
H -2.68345 -1.31550 -3.40758  0.56
H -1.04594 -0.86949 -2.92758  0.47
H -3.50072 0.81906 -2.21368  -0.06
H -2.55264 1.09007 -3.66640  0.55
H -1.27826 1.06630 -0.91374  -0.82
H -2.03732 2.52579 -1.54699  -1.53
H -0.39568 2.69966 -3.34313  0.53
H 0.14310 1.03346 -3.08292  0.48
H 1.51481 3.00032 1.22529  0.68
H 0.66383 4.77700 2.70816  0.46
H -0.88311 6.49230 1.82431  0.41
H -1.51325 6.47089 -0.56682  0.50
H -0.65486 4.71602 -2.06312  0.34
H -4.89194 -1.50383 -2.50216  0.38
H -7.13412 -1.04069 -1.60496  0.45
H -7.45196 -0.65126 0.81399  0.43
H -5.51297 -0.69568 2.33912  0.45
H -3.23534 -1.11381 1.42981  0.41
C -4.34219 3.55840 -1.61815  -1.03
C -4.82434 3.08056 -0.24981  0.25
N -4.67996 4.11044 0.77043  0.35
C -5.46195 5.34013 0.59536  -0.98
C -4.61850 6.53071 0.15209  -0.97
C -3.97098 4.00708 1.91308  0.02
O -3.89601 4.91019 2.73220  -0.63
C -3.23784 2.72977 2.26832  0.56
C -3.49286 2.17989 3.52368  -0.61
C -2.68985 1.15597 3.99594  -1.02
C -1.62583 0.73146 3.21804  -0.56
N -1.38799 1.25905 2.01711  1.20
C -2.17628 2.22470 1.54357  -0.40
H -4.39573 2.74135 -2.33911  0.36
H -3.31295 3.91769 -1.55744  0.11
H -4.96500 4.37039 -1.99185  0.50
H -4.27351 2.19310 0.05321  -0.45
H -5.87831 2.79857 -0.31720  0.30
H -5.93113 5.57465 1.55100  0.48
H -6.24485 5.12717 -0.13213  0.45
H -3.84078 6.72610 0.88807  0.24
H -5.24893 7.41657 0.07634  0.47
H -4.15908 6.34999 -0.82046  0.21
H -4.29490 2.58213 4.12901  0.58
H -2.85398 0.71554 4.96867  0.53
H -0.94358 -0.02865 3.58074  0.38
H -1.91939 2.63880 0.57669  0.17
F 2.14722 -1.22106 1.20366  -0.42
P 1.98999 -1.50340 2.84963  1.38
F 1.67034 -1.65765 4.38803  -0.35
F 2.14032 -3.04756 2.60816  -0.34
F 3.52274 -1.24898 3.05793  -0.31
F 0.32703 -1.62754 2.52150  -0.47
F 1.68793 0.14350 2.97980  -0.38

2.
A structure of composition C4H8O in a non-equilibrium geometry, computed with ωB97M-V/def2-TZVPD.

Its spin multiplicity is 1. The value obtained for the HOMO energy is -8.85 eV. For the total energy, the calculation gives -6322.3678 eV. The LUMO energy comes out at 1.078 eV. For the energy above the lowest of the compared OMol25 structures with the same formula, charge and spin, the calculation gives 2.8000 eV. As for the charge: 0. For the orbital gap, the calculation gives 9.930 eV.

Each line ends with the Mulliken charge.
Atoms and positions in Å:
C -0.89645 2.02065 0.18109  -0.94
C 0.08796 -0.51499 -0.71181  -0.19
C 1.07398 -0.61171 0.18504  -0.48
C 0.63821 -2.03692 0.31047  -0.21
O -0.44010 -1.76825 -0.63653  -0.40
H -0.94537 1.90489 -0.90531  0.19
H -1.89176 1.74129 0.52977  0.29
H -0.69198 3.08617 0.30171  0.30
H -0.28319 0.13662 -1.47750  0.47
H 1.97578 -0.07941 0.43521  0.37
H -0.21583 1.30939 0.72667  0.17
H 0.22907 -2.35209 1.26716  0.21
H 1.30008 -2.77289 -0.14540  0.22

3.
A cluster of 2 separate species, C29H25F3N4O6SSi in total in a non-equilibrium geometry, computed with ωB97M-V/def2-TZVPD.

Its spin multiplicity is 1. The value obtained for the HOMO energy is -8.38 eV. For the total energy, the calculation gives -75579.2117 eV. The LUMO energy comes out at -2.742 eV. As for the charge: 0. For the orbital gap, the calculation gives 5.635 eV.

Each line ends with the Mulliken charge.
Atoms and positions in Å:
C -1.02956 -1.13224 -1.89910  0.20
C -0.12762 -2.20114 -1.93246  -1.14
C 0.98662 -2.21348 -1.08522  -0.56
C 1.21749 -1.14105 -0.21707  0.55
Si 2.32869 -1.17728 1.25915  -0.06
C 3.13044 -2.85748 1.32764  0.62
C 4.50748 -2.96320 1.08506  -0.45
C 5.12256 -4.21439 1.00394  -0.68
C 4.36893 -5.37934 1.16621  -0.48
C 2.99701 -5.28231 1.41481  -0.79
C 2.37957 -4.02935 1.49269  -0.10
C 3.66648 0.09302 1.06037  0.18
C 3.93946 0.64632 -0.19364  -0.11
C 4.92084 1.63231 -0.31995  -0.77
C 5.64123 2.05383 0.80066  -0.40
C 5.40010 1.46583 2.04732  -0.78
C 4.41667 0.48160 2.17663  -0.18
C 1.23245 -0.57774 2.70154  0.28
C 0.53522 -1.74627 3.43613  -0.60
C -0.66552 -1.08298 4.16464  -0.63
C -0.74097 0.36158 3.63031  -0.69
N 0.15298 0.37418 2.46114  -0.10
C 0.45085 0.01254 -0.35182  0.13
C -0.71110 -0.02058 -1.10719  -1.13
H -1.94143 -1.14523 -2.50468  0.49
H -0.29827 -3.04058 -2.60837  0.39
H 1.67730 -3.05693 -1.08307  0.51
H 5.09848 -2.05864 0.94944  0.31
H 6.19230 -4.27585 0.81069  0.39
H 4.84845 -6.35827 1.08880  0.36
H 2.40162 -6.18525 1.54237  0.40
H 1.30583 -3.96839 1.67179  0.24
H 3.38348 0.30603 -1.06754  0.41
H 5.11951 2.07053 -1.29740  0.38
H 6.39845 2.83390 0.70362  0.37
H 5.97364 1.76954 2.92096  0.38
H 4.23248 0.01348 3.14523  0.41
H 2.01685 -0.13553 3.36123  0.18
H 0.14421 -2.48660 2.71707  0.06
H 1.22888 -2.27916 4.09784  0.39
H -1.60373 -1.61995 3.99266  0.29
H -0.47884 -1.08444 5.24299  0.25
H -1.76298 0.64627 3.34778  0.36
H -0.38595 1.05683 4.42183  0.27
H 0.42223 1.32075 2.17869  0.21
H 0.69051 0.95059 0.15306  0.40
H -1.33058 0.86101 -1.02360  0.18
O -6.52813 -0.13547 -2.09843  -0.60
S -5.37499 0.19019 -2.90522  1.19
O -4.31154 -0.75921 -3.17282  -0.59
C -6.04750 0.70129 -4.61136  0.71
F -6.81058 -0.29300 -5.09771  -0.19
F -6.79798 1.82012 -4.48081  -0.22
F -5.03203 0.94735 -5.46462  -0.21
C -4.65867 1.67990 -2.15428  -0.53
C -3.29719 1.62819 -1.78082  0.03
C -2.61367 2.85222 -1.84743  0.51
N -1.36210 3.11240 -2.41010  0.85
O -0.37667 2.43899 -2.67294  -0.65
O -1.40438 4.49866 -2.77941  -0.19
N -2.56624 5.09874 -2.34899  -0.41
C -3.31200 4.08440 -1.84916  0.50
C -4.76362 4.07154 -1.74216  -0.50
N -5.57613 5.19381 -1.34248  0.90
O -5.07171 6.22397 -0.85679  -0.54
O -6.81917 5.05287 -1.46144  -0.58
C -5.40359 2.85964 -2.06012  -0.28
H -2.83595 0.65319 -1.58039  0.23
H -6.48891 2.84368 -2.16571  0.63

4.
The molecule C4H3NO2 in a non-equilibrium geometry, computed with ωB97M-V/def2-TZVPD.

Its spin multiplicity is 1. The value obtained for the HOMO energy is -10.23 eV. As for the SMILES: O=Cc1ncco1. For the total energy, the calculation gives -9778.8834 eV. The LUMO energy comes out at -0.349 eV. For the energy above the lowest of the compared OMol25 structures with the same formula, charge and spin, the calculation gives 2.8032 eV. As for the charge: 0. For the orbital gap, the calculation gives 9.879 eV.

Each line ends with the Mulliken charge.
Atoms and positions in Å:
O 3.01433 0.62371 0.26585  -0.43
C 2.13433 -0.07527 -0.15863  -0.03
C 0.60921 0.11870 0.04795  0.57
N -0.10650 -0.78269 -0.55958  -0.50
C -1.41976 -0.44031 -0.31010  -0.10
C -1.65028 0.64957 0.43749  -0.18
O -0.02729 1.05950 0.73882  -0.38
H 2.34168 -0.99065 -0.77006  0.35
H -2.26621 -0.98206 -0.70384  0.38
H -2.62951 0.81951 1.01209  0.32

5.
A cluster of 2 separate species, C7H8O3PS in total in a non-equilibrium geometry, computed with ωB97M-V/def2-TZVPD.

Its spin multiplicity is 1. The value obtained for the HOMO energy (spin up / spin down) is -2.32 / -2.58 eV. For the total energy, the calculation gives -33650.7920 eV. The LUMO energy (spin up / spin down) comes out at 1.788 / 1.796 eV. For the energy above the lowest of the compared OMol25 structures with the same formula, charge and spin, the calculation gives 6.2408 eV. As for the charge: -1. For the orbital gap (spin up / spin down), the calculation gives 4.103 / 4.379 eV.

Each line ends with the Mulliken charge.
Atoms and positions in Å:
C -2.59185 -0.91248 1.20745  -0.88
C -2.12690 0.06707 -0.99962  -0.65
C -1.51819 -0.25317 1.68337  -0.27
C -1.04283 0.72726 -0.44520  -0.56
C -2.94291 -0.71309 -0.19661  0.99
C -0.76946 0.66171 0.87606  0.55
C 4.26383 1.07533 2.00748  -0.52
O 1.84654 -1.04344 2.40857  -0.62
O 2.19232 1.02264 3.78329  -0.53
O -4.01490 -1.38903 -0.69500  -0.56
P 0.64023 1.55989 1.49533  -0.14
S 1.23333 0.11787 3.08272  0.39
H -3.22351 -1.56574 1.76173  0.42
H -2.49493 0.26514 -2.02517  0.14
H -1.47942 -0.29399 2.77684  0.23
H -0.51696 1.53081 -1.01839  0.21
H 3.42272 0.47773 1.82819  0.02
H 4.31655 1.50681 2.94965  0.21
H 4.93910 1.28464 1.24688  0.28
H -4.07625 -1.14012 -1.72215  0.29

6.
A structure of composition C20H41B2BrCaClF5KN5O11PS in a non-equilibrium geometry, computed with ωB97M-V/def2-TZVPD.

Its spin multiplicity is 1. The value obtained for the HOMO energy is -5.88 eV. For the total energy, the calculation gives -203749.6505 eV. The LUMO energy comes out at -4.787 eV. For the energy above the lowest of the compared OMol25 structures with the same formula, charge and spin, the calculation gives 3.7667 eV. As for the charge: +1. For the orbital gap, the calculation gives 1.094 eV.

Each line ends with the Mulliken charge.
Atoms and positions in Å:
N 1.47770 2.88289 1.86635  -0.20
B 1.91207 2.51881 0.57197  0.59
O 2.08152 3.37744 -0.49776  -0.33
N 2.21803 1.04044 0.27805  0.11
C 1.25598 0.22650 0.31139  -0.96
N 1.44860 -1.13953 0.05065  -0.18
C 1.44179 -1.77986 1.39749  -0.10
C 0.16761 -1.34188 2.18689  -1.01
C -0.76354 -0.39722 1.38780  -0.63
N -0.04554 0.67536 0.63632  0.61
C -0.79212 0.90107 -0.62834  -0.81
C -2.18289 1.53652 -0.34485  -0.80
C -2.30446 3.00831 -0.94101  0.34
C -3.76969 3.53208 -0.74027  0.06
O -3.95538 4.62917 -0.43396  -0.43
O -4.94710 2.70220 -0.90637  -0.42
P 3.96502 0.70604 -0.10685  0.12
O 4.38987 -0.76008 0.42654  -0.05
Br 3.97852 0.65253 -2.37310  -0.36
H 1.96639 3.75001 2.07331  0.03
H 0.47808 3.03300 1.91161  0.18
H 2.97626 3.75240 -0.52802  0.27
H 0.69907 -1.50524 -0.52892  0.45
H 1.53234 -2.86623 1.34860  0.66
H 2.29981 -1.35323 1.93456  -0.26
H -0.41981 -2.23311 2.44981  0.41
H 0.41933 -0.85994 3.14107  0.46
H -1.47082 0.11043 2.06031  0.25
H -1.38007 -1.00964 0.69802  0.45
H -0.92596 -0.03254 -1.19954  0.35
H -0.23042 1.62199 -1.24243  0.53
H -2.35362 1.65846 0.76923  0.30
H -3.01134 0.90265 -0.78103  0.48
H -1.62837 3.64107 -0.35936  0.33
H -1.99845 2.96765 -1.99429  0.08
H -5.21991 2.42099 -0.02856  0.20
H 4.29307 -1.38576 -0.31989  0.20
O 1.94674 5.41555 -2.89187  -0.62
H 1.18294 5.14765 -3.40997  0.28
H 2.11633 4.66204 -2.31682  0.35
C 3.82894 4.85782 3.71818  0.74
O 4.53673 5.20982 4.66656  -0.70
O 4.27406 3.69913 3.02159  -0.28
O 2.78244 5.28236 3.22183  -0.79
H 5.06156 3.54482 3.57967  0.22
K -4.86325 1.29248 1.25639  0.80
C -0.91102 3.45649 -6.42318  -0.99
S -2.00230 3.46093 -4.99770  0.50
O -1.48684 2.43163 -4.03620  -0.59
C -3.41925 2.74592 -5.84108  -0.99
H 0.06080 3.83483 -6.11222  0.31
H -0.80219 2.44043 -6.80226  0.31
H -1.32262 4.10594 -7.19514  0.40
H -3.15071 1.77516 -6.25823  0.32
H -3.74697 3.41914 -6.63257  0.39
H -4.22233 2.62145 -5.11674  0.29
O 3.37675 2.02225 4.59618  -0.50
H 2.54001 1.87836 4.12528  0.24
F 5.37977 -3.01858 -0.88430  -0.34
C 5.30856 -4.09124 -0.08231  0.24
C 4.69619 -5.24734 -0.53667  -0.58
C 4.63352 -6.34574 0.29841  -0.72
C 5.17222 -6.27010 1.57489  0.32
C 5.78075 -5.09777 2.01927  0.12
C 5.85410 -4.00251 1.18168  -0.77
H 4.27695 -5.27821 -1.53365  0.48
H 4.16606 -7.26097 -0.04074  0.41
H 5.11003 -7.13225 2.21553  0.30
H 6.20627 -5.02571 3.03038  -0.12
H 6.33060 -3.08191 1.50297  0.71
B 5.46445 0.09123 2.54684  0.32
F 4.12374 0.16216 2.05743  0.11
F 6.05518 1.35723 2.48510  -0.37
F 5.46381 -0.37305 3.85531  -0.33
F 6.18875 -0.81750 1.70680  -0.47
C -7.76808 -1.97725 -1.14529  -0.99
C -7.93487 -2.00970 0.33262  0.31
O -7.41480 -1.24314 1.13828  -0.54
N -8.86837 -2.96950 0.99580  -0.15
C -9.21969 -4.24657 0.31670  -0.89
H -6.89525 -1.37722 -1.38616  0.25
H -7.61460 -2.98044 -1.54777  0.37
H -8.65295 -1.52718 -1.61014  0.33
H -9.71441 -2.41217 1.20056  0.41
H -8.45774 -3.08679 1.92979  0.40
H -9.74420 -4.02386 -0.60748  0.37
H -9.86591 -4.81239 0.98286  0.36
H -8.30556 -4.80252 0.12824  0.36
Ca 5.85787 -7.08377 3.70306  0.71
Cl 7.00617 -2.90315 2.47482  -0.26

7.
The molecule C2H3N3O in a non-equilibrium geometry, computed with ωB97M-V/def2-TZVPD.

Its spin multiplicity is 1. The value obtained for the HOMO energy (spin up / spin down) is -9.63 / -9.59 eV. For the total energy, the calculation gives -8637.2498 eV. The LUMO energy (spin up / spin down) comes out at -2.250 / -2.135 eV. For the energy above the lowest of the compared OMol25 structures with the same formula, charge and spin, the calculation gives 3.2447 eV. As for the charge: 0. For the orbital gap (spin up / spin down), the calculation gives 7.375 / 7.456 eV.

Each line ends with the Mulliken charge.
Atoms and positions in Å:
N 1.73846 0.01388 -0.04583  -0.40
C 0.43366 -0.36443 0.05842  0.73
N -0.40064 0.54957 -0.50880  -0.58
C -1.68483 0.32986 -0.22370  0.15
N -2.04360 -0.81351 0.22230  -0.20
O 0.06178 -1.41612 0.63794  -0.55
H 1.89259 0.98190 -0.29046  0.26
H 2.42723 -0.43424 0.53172  0.24
H -2.42465 1.15309 -0.38157  0.35

8.
The molecule C7H15NO4 in a non-equilibrium geometry, computed with ωB97M-V/def2-TZVPD.

Its spin multiplicity is 1. The value obtained for the HOMO energy is -8.97 eV. As for the SMILES: CO[C@@H]1[C@H](N)[C@H](OC)[C@H](O)[C@@H]1O. For the total energy, the calculation gives -17179.7753 eV. The LUMO energy comes out at 0.850 eV. For the energy above the lowest of the compared OMol25 structures with the same formula, charge and spin, the calculation gives 2.0041 eV. As for the charge: 0. For the orbital gap, the calculation gives 9.818 eV.

Each line ends with the Mulliken charge.
Atoms and positions in Å:
C -1.97446 1.77481 -1.16232  -0.93
O -0.83613 1.17595 -0.63371  -0.28
C -0.89795 0.69486 0.78693  -0.10
C 0.55886 0.60976 1.22117  -0.34
N 1.43480 1.69856 0.87546  -0.68
C 1.13384 -0.69243 0.54907  -0.24
O 1.60224 -0.29189 -0.80079  -0.51
C 3.03966 -0.09882 -0.76252  -0.84
C -0.13461 -1.60435 0.42140  -0.19
O -0.27009 -1.85193 -0.89187  -0.70
C -1.39522 -0.78565 0.88980  -0.49
O -2.45650 -1.07646 0.08464  -0.66
H -2.19507 2.72850 -0.69363  0.31
H -1.80305 1.98426 -2.23277  0.24
H -2.81967 1.16231 -1.04864  0.42
H -1.58548 1.47027 1.29438  0.53
H 0.60689 0.47163 2.37580  0.45
H 0.98573 2.51410 1.28952  0.31
H 1.49347 1.75309 -0.15747  0.32
H 1.96970 -1.15394 1.13047  0.57
H 3.52974 -1.05918 -0.54871  0.36
H 3.39670 0.68276 -0.02628  0.36
H 3.46257 0.29102 -1.76273  0.26
H 0.01077 -2.62632 0.86970  0.35
H 0.40968 -1.20236 -1.36825  0.51
H -1.62976 -0.84917 1.93505  0.55
H -2.17276 -1.09130 -0.91213  0.42